1.
{"formula": "C5H8O", "method": "wB97M-V/def2-TZVPD", "smiles": "O=CC1CCC1", "e_homo_ev": -9.76, "orbital_gap_ev": 10.85, "elements": ["C", "H", "C", "C", "O", "C", "H", "H", "H", "H", "H", "H", "C", "H"], "positions_angstrom": [[-1.43, -0.19, -0.36], [2.37, 1.22, 0.42], [1.87, 0.35, -0.06], [-0.23, -1.16, -0.15], [2.37, -0.20, -1.02], [-0.60, 0.98, 0.21], [-0.31, 1.73, -0.54], [-1.76, -0.07, -1.39], [-1.03, 1.50, 1.07], [0.25, -1.48, -1.07], [-2.30, -0.44, 0.25], [-0.44, -2.04, 0.46], [0.55, -0.03, 0.55], [0.68, -0.16, 1.63]]}

=====

2.
{"formula": "C29H36N3O6PRuS", "method": "wB97M-V/def2-TZVPD", "e_homo_ev": [-4.78, -4.77], "orbital_gap_ev": [6.40, 6.87], "s_squared": 0.973, "charge": -1, "spin_multiplicity": 2, "elements": ["C", "C", "H", "H", "H", "H", "H", "H", "C", "H", "H", "H", "O", "H", "O", "C", "N", "C", "Ru", "C", "H", "H", "C", "O", "P", "C", "C", "N", "O", "C", "H", "N", "H", "C", "C", "H", "C", "H", "H", "H", "H", "C", "H", "C", "C", "C", "H", "O", "C", "H", "H", "C", "C", "H", "H", "C", "H", "H", "S", "C", "H", "C", "H", "H", "O", "C", "C", "C", "C", "H", "H", "C", "H", "H", "C", "H", "H"], "positions_angstrom": [[0.53, -4.05, 0.41], [-1.40, 4.29, -3.83], [-2.90, -3.79, 0.28], [-4.46, 1.91, 2.45], [-4.65, -1.26, 0.63], [0.04, 1.30, 3.65], [-3.19, 0.98, 3.25], [-0.60, -4.45, -1.95], [4.07, -3.65, 1.98], [1.48, -3.05, 4.06], [0.29, 3.49, 2.55], [-2.78, 2.28, 2.12], [-1.09, -0.18, -1.08], [-5.64, 0.03, 1.33], [2.95, -0.54, 0.61], [-0.18, 3.59, 0.14], [2.90, 1.00, -1.53], [-0.18, 2.86, -2.25], [0.96, 0.38, -0.27], [-0.88, -3.47, -1.56], [-0.59, 4.33, 0.85], [-4.59, 1.87, -0.08], [-4.69, -0.50, 1.39], [-3.11, -1.72, -0.80], [-1.91, -1.09, -0.20], [-0.55, 3.79, -1.22], [0.74, 2.61, 2.05], [0.84, 0.23, 2.02], [-0.88, -2.14, 0.49], [-0.81, -3.47, -0.03], [4.66, -2.41, 0.33], [0.57, 2.67, 0.62], [1.34, -3.43, 0.03], [4.56, 1.22, -3.71], [-0.65, 3.18, -3.57], [1.81, 2.57, 2.27], [-3.70, 1.24, -0.14], [3.98, -0.81, -4.12], [-2.83, 1.85, -0.34], [5.22, 1.31, -4.57], [0.43, -1.02, 3.61], [3.01, -0.02, -2.39], [0.61, -4.07, 1.50], [2.96, -1.57, 1.34], [-1.31, 4.93, -1.53], [4.39, 2.30, -2.84], [-1.96, -5.29, 0.08], [0.54, 1.85, -2.08], [-3.48, 1.47, 2.33], [0.65, -5.06, 0.03], [-1.89, -4.38, 1.61], [2.03, -1.81, 2.41], [2.18, -2.92, 3.24], [3.41, 2.91, -1.01], [-4.60, -0.96, 2.37], [-3.52, 0.47, 1.17], [-1.73, 4.49, -4.84], [-1.56, 5.62, -0.74], [2.00, -1.37, -2.09], [1.02, -0.84, 2.70], [4.84, -4.39, 1.79], [0.07, 1.32, 2.55], [-2.33, 6.07, -3.03], [-0.95, 1.27, 2.16], [-2.30, -0.26, 1.17], [3.56, 2.12, -1.75], [3.88, 0.05, -3.48], [3.19, -3.83, 3.05], [-1.74, 5.19, -2.81], [3.31, -4.68, 3.70], [-0.40, 2.49, -4.36], [-1.97, -4.30, 0.53], [-1.88, -3.22, -1.89], [-0.19, -2.73, -1.95], [3.97, -2.56, 1.15], [4.90, 3.23, -3.00], [-3.81, 0.53, -0.96]]}

=====

Let's list energy relative to the best compared isomer or geometry (same formula, charge and spin) in order: 113.81 250.11 kJ/mol.